1.
DFT (the ωB97M-V functional and the def2-TZVPD basis) results for one molecule with the formula C5H7NS.

Last column: natural (NBO) charge in e.
Positions of all 14 atoms, in Å:
N: 1.70691 1.14176 0.21252  -0.5540
C: 0.52869 1.54130 0.40303  0.1247
S: 1.95354 -0.29852 -0.61757  0.3816
H: -1.48078 1.91877 -0.26564  0.2331
C: 0.88566 -1.41975 0.38066  -0.5824
C: -0.58617 -1.33558 0.02132  -0.2032
H: 0.51246 2.46602 0.98793  0.1886
H: 1.26824 -2.42239 0.20132  0.2337
C: -0.66342 1.15084 -0.43767  -0.5477
H: -0.45285 1.36151 -1.51185  0.2519
H: 0.96596 -1.18957 1.43176  0.2304
H: -2.30993 -0.40407 -0.66208  0.2168
H: -1.11473 -2.27909 0.22927  0.2096
C: -1.21359 -0.23123 -0.37301  -0.1832

Cartesian forces (eV/Å) of the 6 atoms listed first:
0.795 0.040 0.891
-0.032 0.991 -1.073
-0.012 -1.125 0.115
0.690 -1.065 0.227
-0.591 0.524 -1.012
0.451 -0.297 0.365

Results
Molar mass   113.18 g mol⁻¹
HOMO-LUMO gap   9.075 eV
Largest force on an atom   0.0475 Eh/bohr
Calculated total energy   -647.59096 hartree

=====

2.
DFT (the ωB97M-V functional and the def2-TZVPD basis) results for one molecule with the formula C5H7NS.

Last column: natural (NBO) charge in e.
Positions of all 14 atoms, in Å:
H: -2.58268 0.78293 0.36661  0.2249
H: 0.61611 -1.61956 -1.06929  0.2195
H: -1.40107 -1.46052 1.12437  0.2251
H: -0.35125 2.20277 0.33948  0.2160
C: -0.46859 1.13436 -0.16590  0.0062
H: 0.89018 -1.16089 0.65369  0.2149
C: 1.89645 0.88001 -0.00196  -0.0990
C: -1.60312 0.51227 -0.02267  -0.2734
S: 3.11745 -0.26861 0.00578  -0.1086
N: 0.60669 0.42112 -0.41669  -0.4164
C: -1.34976 -0.99516 0.06837  -0.4338
H: 2.13134 2.03485 0.06353  0.2336
H: -1.77754 -1.46159 -0.74378  0.2125
C: 0.27578 -1.00197 -0.20155  -0.2213

Cartesian forces (eV/Å) of the 6 atoms listed first:
0.493 0.950 -0.382
-0.328 0.421 0.871
-0.911 0.728 -1.890
-0.066 -1.892 -2.058
-2.013 6.233 2.723
0.089 -1.370 0.779

Results
Molar mass   113.18 g mol⁻¹
HOMO-LUMO gap   8.361 eV
Largest force on an atom   0.1379 Eh/bohr
Calculated total energy   -647.56401 hartree

=====

3.
DFT (the ωB97M-V functional and the def2-TZVPD basis) results for one molecule with the formula C5H7NS2.

Last column: natural (NBO) charge in e.
Positions of all 15 atoms, in Å:
H: -0.10121 0.99037 -1.59649  0.2182
S: 0.58922 -2.04114 -0.05709  0.4259
C: 1.56173 0.64349 -0.19912  -0.3957
H: 2.18787 0.30882 -1.02697  0.2184
H: 0.04498 2.31521 -0.42737  0.2216
C: -0.46206 0.31126 0.52432  -0.2904
C: 0.20686 1.24504 -0.55936  -0.3800
S: -3.19381 -0.22961 0.03937  -0.1753
H: -1.69027 -2.45201 -0.64787  0.4332
H: -0.71930 0.85721 1.44480  0.2497
C: -1.56905 -0.59438 0.06417  0.1332
N: -1.04602 -1.73525 -0.37665  -0.7176
H: 1.21999 -0.46515 1.69469  0.2330
C: 0.84756 -0.45168 0.67612  -0.3823
H: 2.12352 1.29783 0.44746  0.2081

Cartesian forces (eV/Å) of the 6 atoms listed first:
0.029 0.057 0.691
1.049 -1.162 -0.160
0.018 -0.518 0.267
-0.052 -0.057 0.137
0.136 -0.125 0.096
-0.494 1.013 0.107

Results
Molar mass   145.25 g mol⁻¹
HOMO-LUMO gap   8.668 eV
Largest force on an atom   0.0306 Eh/bohr
Calculated total energy   -1045.81084 hartree

=====

4.
DFT (the ωB97M-V functional and the def2-TZVPD basis) results for one molecule with the formula C5H7NS2.

Last column: natural (NBO) charge in e.
Positions of all 15 atoms, in Å:
C: -1.53655 0.07293 -0.05389  0.1384
H: 0.49785 1.00347 -1.67626  0.1427
H: 0.33002 -0.22870 2.22309  0.2337
N: -0.79926 -0.98688 -0.68645  -0.6395
H: 1.47700 0.93542 1.46529  0.2393
S: -0.02744 1.99681 -0.75335  0.0211
H: -1.39508 -1.65825 -1.27684  0.4220
C: 0.70671 0.21581 1.18581  -0.4517
H: 0.86514 -1.76078 -1.74702  0.2276
H: 2.50841 -0.54255 0.06863  0.2320
S: -3.22692 0.17160 0.02104  -0.0849
C: 0.56745 -1.13070 -0.81268  -0.0320
C: 1.40531 -0.61184 0.13332  -0.2422
H: -0.88999 1.60919 1.35178  0.2747
C: -0.48267 0.91447 0.55753  -0.4810

Cartesian forces (eV/Å) of the 6 atoms listed first:
0.193 -2.926 -0.230
-0.801 1.632 1.524
0.989 0.094 -2.283
-4.249 -0.684 -1.105
-0.469 0.484 0.220
1.143 0.331 -2.546

Results
Molar mass   145.25 g mol⁻¹
HOMO-LUMO gap   8.385 eV
Largest force on an atom   0.0864 Eh/bohr
Calculated total energy   -1045.79067 hartree

=====

5.
DFT (the ωB97M-V functional and the def2-TZVPD basis) results for C5H7O4P as an isolated structure.

Last column: natural (NBO) charge in e.
Positions of all 17 atoms, in Å:
C: -0.62478 0.36072 -0.19737  -0.4390
H: -0.33153 1.47253 -0.42842  0.2047
H: -1.53173 -0.87091 1.07311  0.2200
C: -1.48664 0.20288 1.00730  -0.4826
C: 0.63190 -0.37223 0.13225  0.1199
P: 1.35134 -0.45423 -2.50725  2.3796
H: -2.36851 0.83075 0.90005  0.1770
O: 0.59865 -1.46547 1.01428  -0.6125
H: -0.28566 1.68838 2.12299  0.1637
H: -1.01152 -0.07375 -1.12213  0.2204
H: 1.35261 -0.53108 -0.81921  0.0467
H: -0.79123 0.12137 3.07549  0.1658
C: 0.92710 -0.13284 1.60784  -0.2251
O: 0.79797 0.95462 -2.49862  -1.1617
O: 0.43581 -1.61136 -2.74248  -1.1564
O: 2.82116 -0.64580 -2.68882  -1.1511
C: -0.48495 0.52640 2.07097  -0.4694

Cartesian forces (eV/Å) of the 6 atoms listed first:
0.263 1.085 -2.547
-0.555 -1.984 0.441
-1.430 -0.535 0.140
0.938 0.297 -0.515
1.368 0.294 0.871
-0.341 1.202 -2.114

Results
Molar mass   162.08 g mol⁻¹
Charge   -2
HOMO-LUMO gap   5.818 eV
Largest force on an atom   0.0635 Eh/bohr
Calculated total energy   -836.95525 hartree

=====

6.
DFT (the ωB97M-V functional and the def2-TZVPD basis) results for C5H7O4Rb as an isolated structure.

Last column: natural (NBO) charge in e.
Positions of all 17 atoms, in Å:
H: 1.02882 2.70490 1.41778  0.2282
Rb: 2.07456 -2.79578 -0.81322  0.9881
C: -0.22904 1.57384 -0.83098  -0.1188
C: 2.16188 1.05122 -0.66731  0.9584
H: -2.18634 -3.45373 0.40559  0.1263
H: -1.73851 1.48383 0.77751  0.1829
H: -0.53725 2.90947 2.37285  0.1838
O: -0.68430 -4.64773 -0.23767  -0.5461
O: 2.40122 2.25365 -0.64608  -0.7420
O: 2.92070 0.06280 -0.49466  -0.8669
H: -1.01297 1.11120 -1.44634  0.1665
H: -2.55325 -5.29363 0.15440  0.1248
H: 0.12159 2.48976 -1.32355  0.2163
C: -0.73511 1.85738 0.54764  -0.2246
C: -1.82590 -4.46191 0.12347  0.2974
O: 0.84405 0.61260 -0.80722  -0.6057
C: -0.05014 2.54213 1.46778  -0.3687

Cartesian forces (eV/Å) of the 6 atoms listed first:
-0.397 0.393 -0.548
-0.018 0.905 0.129
0.877 -0.613 -0.295
0.648 -0.166 0.875
0.052 -0.202 0.008
0.066 0.546 -0.086

Results
Molar mass   216.58 g mol⁻¹
HOMO-LUMO gap   7.033 eV
Largest force on an atom   0.0252 Eh/bohr
Calculated total energy   -519.73025 hartree

=====

7.
DFT (the ωB97M-V functional and the def2-TZVPD basis) results for C5H7O4Tl as an isolated structure.

Last column: Löwdin spin population.
Positions of all 17 atoms, in Å:
H: -2.60745 -1.92164 2.01706  0.0082
H: -3.99279 -2.48457 -0.54585  0.0000
Tl: -0.03432 -0.91321 -0.48028  0.0071
C: -4.23170 -1.46450 -0.11230  0.0000
H: 3.08636 0.38478 2.66426  0.0002
H: -5.27849 -1.27307 -0.39438  0.0000
H: -3.81914 -0.00342 -1.72411  0.0000
C: -1.51828 -1.93593 2.01414  0.0895
C: -3.32978 -0.66424 -0.98070  0.0002
C: -0.86847 -0.84795 2.41221  0.6613
O: 2.25484 0.24092 3.13898  0.0132
H: -4.17364 -1.06251 0.91105  0.0001
O: -2.14523 -0.45820 -0.70714  0.0002
O: 0.32673 -0.71340 3.01084  0.1587
H: -1.00814 -2.90205 1.93023  0.0248
O: 1.36210 -0.09478 1.10411  0.0109
C: 1.31744 -0.12800 2.31126  0.0258

Cartesian forces (eV/Å) of the 6 atoms listed first:
0.418 0.055 -0.615
-0.325 0.322 1.863
1.772 -1.631 -1.994
-0.621 -0.109 -1.875
-0.008 0.259 -0.106
0.369 -0.096 -0.199

Results
Molar mass   335.49 g mol⁻¹
<S²>   0.76
Charge   +1
2S+1   2
HOMO-LUMO gap (alpha / beta)   9.616 / 8.416 eV
Largest force on an atom   0.0699 Eh/bohr
Calculated total energy   -667.79201 hartree

=====

8.
DFT (the ωB97M-V functional and the def2-TZVPD basis) results for a 2-piece molecular cluster, C5H7OS overall.

Last column: natural (NBO) charge in e.
Positions of all 14 atoms, in Å:
O: -1.71668 -1.58653 -2.64813  -0.6268
C: 0.07275 0.61348 0.29739  -0.2737
H: 1.94451 0.05602 0.88028  0.2057
H: -0.20201 -0.98094 1.88104  0.1686
H: -0.65549 1.34173 0.01732  0.2190
C: -0.66826 -0.63934 0.90502  -0.4830
H: 1.08805 0.84338 2.13701  0.1840
C: 1.28209 0.93652 1.10286  -0.6137
H: -1.75974 -0.70669 0.80996  0.1986
C: -1.07799 -0.60361 -2.38956  0.4038
S: -0.85672 0.92170 -2.96179  -0.3776
H: 1.69295 1.91879 0.92347  0.2006
C: 0.00323 -0.69193 -0.44416  -0.3778
H: 0.85331 -1.42257 -0.51069  0.1722

Cartesian forces (eV/Å) of the 6 atoms listed first:
0.784 0.465 0.248
-1.402 -2.469 0.539
0.236 1.294 0.189
-0.613 -0.058 -1.346
0.123 0.781 -0.497
-0.013 0.444 -0.207

Results
Molar mass   115.18 g mol⁻¹
Charge   -1
HOMO-LUMO gap   6.765 eV
Largest force on an atom   0.0562 Eh/bohr
Calculated total energy   -668.08834 hartree

=====

What is the calculated total energy in the fourth record?
-1045.79067 hartree